No. 1
Computed, not measured: a molecular structure, C33H24FeN4O5S3 in a non-equilibrium geometry, with the ωB97M-V functional and the def2-TZVPD basis.

Computed properties:
Lowest unoccupied orbital energy (spin up / spin down): -0.4249 / -3.0128 eV
Spin multiplicity: 5
Kohn-Sham gap (spin up / spin down): 7.5 / 4.9 eV
Highest occupied orbital energy (spin up / spin down): -0.2930 / -0.2912 Eh
Maximum force: 0.027 hartree/bohr
Molar mass: 708.62 g mol⁻¹

```
70
Properties=species:S:1:pos:R:3:forces:R:3
Fe 0.7434 -0.6848 -0.7179 -0.7613 0.7492 0.9261
O 0.0467 2.1574 0.3385 -0.0097 0.1587 -0.1972
C 1.2262 2.5752 0.9957 0.1645 -0.2787 -0.1384
C 2.2792 1.3886 1.0152 -0.1711 0.0625 0.1814
O 3.3263 1.5289 1.6222 -0.1517 0.0710 -0.1626
O 1.9377 0.3123 0.3930 -0.1267 0.2218 -0.0009
C 1.7530 3.7513 0.1675 0.0431 0.0929 -0.0179
C 3.0863 4.1518 0.1862 0.0328 -0.0203 -0.0304
C 3.5017 5.2479 -0.5600 -0.0255 0.0201 -0.0183
C 2.5970 5.9636 -1.3324 0.0448 -0.0257 0.0255
C 1.2654 5.5748 -1.3489 -0.0191 -0.0247 0.0123
C 0.8479 4.4803 -0.6038 -0.0304 0.0039 0.0084
C 0.9018 3.0391 2.4252 -0.0313 0.0587 0.0617
C -0.4282 3.1525 2.8285 0.0076 0.0991 0.0194
C -0.7566 3.5673 4.1150 -0.0033 0.0092 -0.0421
C 0.2409 3.8907 5.0190 0.0348 -0.0103 -0.0093
C 1.5690 3.8088 4.6183 -0.0037 0.0001 -0.0171
C 1.8982 3.3937 3.3362 -0.0209 -0.0269 -0.0118
H -0.3815 1.4948 0.8890 -0.0289 -0.3155 0.1090
H 3.8085 3.5948 0.7674 -0.0435 -0.0207 0.0222
H 4.5446 5.5414 -0.5366 -0.0306 -0.0171 -0.0032
H 2.9266 6.8164 -1.9143 -0.0069 -0.0288 0.0292
H 0.5441 6.1291 -1.9404 0.0340 -0.0405 0.0373
H -0.1922 4.1822 -0.6116 0.0518 0.0266 -0.0323
H -1.2281 2.9459 2.1284 0.0467 -0.0144 0.0202
H -1.7994 3.6464 4.4023 0.0497 -0.0158 -0.0221
H -0.0120 4.2114 6.0225 0.0173 -0.0056 -0.0305
H 2.3610 4.0708 5.3109 -0.0355 -0.0148 -0.0350
H 2.9357 3.3258 3.0454 -0.0085 -0.0326 -0.0205
S -0.7539 -0.1368 2.5951 -0.0556 0.0725 0.0748
C -0.1552 -1.6551 2.2050 0.4582 -0.3648 0.0285
N 0.3689 -2.0292 1.0404 0.0979 0.3020 0.1614
C 0.7478 -3.3415 1.0500 0.0230 -0.1587 0.0523
C 1.3588 -4.0136 -0.0228 0.0213 0.0159 -0.0146
C 1.6859 -5.3360 0.1413 -0.0209 -0.0032 0.0704
C 1.4210 -6.0089 1.3499 -0.0116 0.0121 0.0132
C 0.8296 -5.3653 2.4161 0.0506 -0.1066 -0.0334
C 0.4950 -4.0224 2.2605 -0.0222 0.0919 -0.0683
S -0.2297 -2.9458 3.3878 0.0127 0.1160 -0.1826
H 1.5451 -3.4840 -0.9486 -0.0088 -0.0390 0.0611
H 2.1574 -5.8696 -0.6729 0.0005 -0.0197 0.0210
H 1.6914 -7.0528 1.4465 -0.0007 0.0190 -0.0077
H 0.6337 -5.8844 3.3460 0.0167 0.0199 -0.0467
N -3.6373 -0.5926 -2.0859 0.0747 0.0464 0.2537
C -4.5096 -1.4161 -1.3507 -0.0423 -0.0157 -0.0418
C -5.7641 -1.7144 -1.8547 -0.0406 0.0024 -0.0958
C -6.6304 -2.5367 -1.1437 0.0021 0.0619 -0.0577
C -6.2432 -3.0612 0.0761 0.0269 -0.0515 0.0724
C -4.9842 -2.7604 0.5836 -0.0172 -0.0675 0.0941
C -4.1233 -1.9405 -0.1225 0.1961 0.2262 -0.1054
S -2.5305 -1.5586 0.5518 -0.4554 -0.2651 -0.0130
N -1.8005 -0.5924 -0.6130 0.3050 0.0221 0.1236
C -2.3728 -0.2384 -1.6960 -0.3690 -0.1362 -0.2058
C -1.6057 0.6414 -2.6284 -0.1798 0.0215 0.0527
C -2.1641 1.3144 -3.7057 -0.0809 0.0449 -0.0058
C -1.3358 2.1008 -4.4956 -0.0388 -0.0017 -0.0031
C 0.0055 2.1991 -4.1779 0.0188 0.0153 0.0313
C 0.4658 1.5112 -3.0628 -0.0033 0.1096 0.0160
N -0.3286 0.7559 -2.3186 0.7969 0.0751 0.0911
H -3.9304 -0.3529 -3.0116 0.0079 0.0598 -0.1766
H -6.0652 -1.3027 -2.8133 0.0081 -0.0256 0.0575
H -7.6081 -2.7592 -1.5505 0.0258 -0.0025 0.0074
H -6.9117 -3.7052 0.6337 0.0426 0.0407 -0.0221
H -4.6646 -3.1688 1.5374 -0.0379 0.0283 -0.0567
H -3.2227 1.2787 -3.9235 -0.0045 -0.0461 -0.0032
H -1.7451 2.6381 -5.3422 0.0138 -0.0250 0.0303
H 0.6853 2.8024 -4.7651 -0.0364 -0.0210 0.0367
H 1.5015 1.5755 -2.7483 -0.0450 -0.0428 -0.0299
O 1.6567 -1.2257 -2.2267 -0.1757 -0.6358 -0.3832
O 0.4579 -1.9013 -2.0723 0.4284 -0.0559 -0.4590
```
Forces are in eV/Å.

---

No. 2
Computed, not measured: a molecular structure, C5H8N in a non-equilibrium geometry, with the ωB97M-V functional and the def2-TZVPD basis.

Computed properties:
Charge: +1
Lowest unoccupied orbital energy (spin up / spin down): -5.1910 / -6.5348 eV
Energy above the lowest of the compared OMol25 structures with the same formula, charge and spin: 834.3 kJ/mol
Spin multiplicity: 1
Kohn-Sham gap (spin up / spin down): 9.8 / 8.5 eV
Highest occupied orbital energy (spin up / spin down): -0.5509 / -0.5537 Eh
Maximum force: 0.082 hartree/bohr
Molar mass: 82.13 g mol⁻¹

```
14
Properties=species:S:1:pos:R:3:forces:R:3
C -1.0264 1.5835 1.4650 0.1332 0.2876 3.5926
C -0.2877 -0.8090 0.9939 -0.4195 1.2096 -0.7148
C 0.8032 0.5330 -0.0035 -0.9726 1.5533 -0.4468
C -0.0923 0.7053 1.2001 1.3576 -1.0974 -1.7633
C 0.5320 -1.2369 -1.6016 0.2539 -2.4039 -3.4488
N 0.3751 -0.6139 -0.3781 0.6661 1.2721 2.7954
H -0.9571 2.5695 1.1280 0.1653 1.4209 -0.6786
H -1.6140 1.4924 2.4386 0.0280 -0.4502 -1.8767
H 0.2926 -1.5004 1.5123 0.6411 -1.0754 1.1636
H -1.3489 -0.8436 1.0261 -0.9018 -1.3696 -0.5586
H 1.7510 2.2285 -1.6652 -0.2409 -0.5174 0.4916
H 1.4662 -0.9931 -2.1697 -0.2553 -0.3346 1.2803
H 0.2790 -2.3313 -1.6903 0.6191 1.1076 0.8075
H -0.1727 -0.7839 -2.2555 -1.0740 0.3975 -0.6433
```
Forces are in eV/Å.

---

No. 3
Computed, not measured: 40 unconnected molecules or ions with the total composition H80O40 in a non-equilibrium geometry, with the ωB97M-V functional and the def2-TZVPD basis.

Computed properties:
Lowest unoccupied orbital energy: -0.5703 eV
Energy above the lowest of the compared OMol25 structures with the same formula, charge and spin: 1007.9 kJ/mol
Spin multiplicity: 1
Kohn-Sham gap: 9.9 eV
Highest occupied orbital energy: -0.3844 Eh
Maximum force: 0.074 hartree/bohr
Molar mass: 720.60 g mol⁻¹

```
120
Properties=species:S:1:pos:R:3:forces:R:3
H 3.3434 5.2263 -0.4662 0.2602 0.0263 0.5038
H 1.8078 5.4054 -0.2704 -0.4247 0.5151 0.6672
O 2.5065 5.3037 -0.9093 0.4209 -0.4613 -1.4841
H 0.2065 6.5176 1.3309 -0.1649 1.7083 2.0125
H 0.4531 5.0219 1.0783 -0.3713 1.5425 -0.5936
O 0.3671 5.9270 0.6474 0.3581 -3.2312 -1.3183
H 1.6265 0.8682 -2.2667 -0.6711 -0.0814 1.3247
H 2.1131 1.9142 -3.2699 0.0806 -0.5120 0.0314
O 2.1116 0.9583 -3.0687 0.6856 0.6793 -1.1508
H -1.9458 -3.1451 5.6619 -0.2068 -1.0550 0.8287
H -1.0065 -2.4762 5.0095 1.2642 0.1143 -0.2413
O -0.9740 -3.2001 5.6549 -1.1242 0.9569 -0.7355
H 0.0158 -1.4874 1.3167 0.9044 -0.9387 0.1069
H 1.6967 -1.2337 1.1508 0.1538 -1.7137 0.0463
O 0.8098 -0.9358 1.2829 -1.8079 2.5501 0.6060
H -3.4704 1.0678 -0.4944 0.6612 -0.3235 0.7333
O -3.9217 1.2772 -1.3016 -0.2491 -1.0866 -2.2305
H -0.4970 1.6258 5.1029 0.3119 -0.5453 0.2186
O -0.6796 2.5149 4.8238 0.6987 0.9051 -1.5077
H -0.3265 0.9156 -5.4737 0.0499 -1.0459 -1.3648
H 0.6839 0.8085 -4.2305 0.8140 -1.0456 -0.2290
O -0.0712 1.2140 -4.6341 -1.2804 2.3028 1.3844
H -1.7880 2.9478 0.7477 -0.1132 1.0004 -1.1556
H -1.1576 2.1704 1.7529 1.8195 -0.3375 1.2806
O -1.9543 2.6341 1.6129 -1.6416 0.8870 1.3651
H 3.1263 0.1224 -5.5218 -0.0755 -0.1491 -0.0161
H 2.1485 0.1465 -6.6977 0.6962 -1.0310 1.2151
O 2.5008 -0.4579 -5.9793 0.5002 1.8516 -1.8917
H 4.6737 -3.3891 -1.9343 0.6703 -0.6611 0.1240
H 4.8087 -2.2409 -2.6925 -0.7175 2.4242 -1.4178
O 5.3827 -2.8879 -2.3677 0.0772 -1.7705 1.2622
H -1.1136 -3.3878 -0.3642 -0.2458 0.2940 -0.1052
O -0.7228 -3.2119 -1.2310 0.2246 0.2823 0.0352
H -4.8885 3.0021 -1.7650 0.4377 -1.1240 0.4177
H -4.2606 3.4237 -3.1030 0.9423 -0.5869 -0.5477
O -4.8885 3.6535 -2.4461 -1.3758 1.8055 0.0267
H 5.8795 1.1654 -0.2712 -0.3920 0.2730 0.6111
H 5.0662 0.3445 0.6725 -0.2340 -0.4142 0.3544
O 5.0383 1.1948 0.2306 1.8377 0.1608 -0.8284
H 1.7845 0.7999 0.2499 1.4414 0.8566 -0.0273
H 2.5917 1.0812 1.4403 0.1534 0.3816 0.2325
O 2.6721 1.2346 0.4907 -2.8933 -1.3507 -0.0825
H -2.4145 -1.5378 -2.4013 0.7787 -0.2211 0.5430
H -3.3718 -1.3255 -3.5099 -0.3679 0.0044 -0.7204
O -3.1961 -1.0380 -2.6208 0.2818 0.0352 -0.3372
H -0.1552 -1.0874 -0.8900 0.7052 0.8500 -0.1819
H 0.7450 -0.9151 -2.0572 -0.4068 0.6904 0.4721
O 0.3869 -0.3769 -1.3104 -0.1841 -1.5952 -0.9478
H 3.1925 3.3515 4.3878 -0.5211 0.2911 -0.7051
H 2.7723 2.6370 5.5647 -0.3141 -0.5091 0.9832
O 2.4139 2.8895 4.7214 0.5615 0.1428 -0.0906
H 2.7239 -3.2442 1.3616 -0.0172 -0.2336 -0.1529
O 2.9363 -2.4275 1.8091 -2.0201 -0.4884 1.3096
H -3.1134 -1.4441 3.3827 0.0095 0.5257 0.6750
H -2.7132 -0.8225 4.8047 -0.0616 0.3335 -0.5551
O -3.2102 -1.5063 4.3510 0.1131 -1.0447 0.1411
H -3.6682 1.3331 2.9030 1.5148 2.2008 -0.0648
O -4.3199 0.7106 3.0889 -1.1870 -2.5981 -1.3821
H -6.0706 -0.9283 -0.9771 0.0185 0.7504 -0.2119
H -4.5871 -0.7544 -1.5884 -0.0878 0.5467 -0.7908
O -5.1680 -1.2389 -1.0281 -1.1066 -1.6759 0.8714
H -0.8607 2.5841 -3.5926 -0.3272 -0.0441 0.1647
H 0.2435 3.4436 -3.2292 -0.4581 0.5845 0.0237
O -0.7107 3.3746 -3.0371 0.9257 -0.3756 -0.4417
H 3.3228 3.8616 -4.6514 0.8251 0.6958 0.9692
H 3.7520 2.2792 -4.2748 0.4410 1.1785 0.3703
O 3.2739 2.9342 -4.7987 -1.1205 -1.9350 -1.1776
H 0.3780 -6.4969 -0.2271 -0.5849 -0.4819 -1.6432
H -0.7484 -5.6345 -0.3761 -0.7195 -0.4102 -1.0519
O -0.3135 -6.3137 -0.9331 1.6127 0.5403 2.5857
H 0.6146 -1.4540 -5.7860 1.0713 -0.2227 1.1978
H 1.5311 -1.5747 -4.4323 0.3632 0.0268 -1.1110
O 0.6600 -1.4876 -4.8130 -2.4231 -0.7752 0.6143
H 3.9027 -0.4010 2.6709 -1.9634 -1.9420 -0.1072
H 4.5581 0.8021 2.7079 1.4753 -1.3340 0.7973
O 4.7659 -0.1667 2.9285 0.4548 3.3917 -0.5002
H -1.1210 3.5190 -0.6280 2.6529 -0.2593 0.4289
H 0.2475 3.3016 -1.2212 -0.6061 -0.1287 1.6439
O -0.1633 3.2957 -0.3034 -1.9046 0.4330 -2.3103
H -2.6766 -5.5135 0.5612 0.0805 0.3502 -0.4247
H -3.4152 -5.2435 -0.6925 -0.6739 0.1517 -0.5965
O -2.5722 -5.0544 -0.2961 0.0595 -0.3709 1.4903
H 2.0698 -5.2227 -1.6711 1.3602 0.4898 1.4293
H 0.9952 -5.5468 -2.4205 -0.5559 -0.5381 -1.0067
O 1.9405 -5.4336 -2.5768 -0.6853 0.0040 -0.4421
H -5.5048 -2.9063 1.4496 -0.0336 -0.4275 -2.6597
H -5.5065 -2.8479 -0.2493 -0.0526 0.1635 1.3554
O -5.5535 -3.3942 0.5650 -0.3890 -0.7685 1.1453
H -6.1269 2.5118 0.9218 0.0545 0.3283 -0.1866
O -6.5796 1.6708 0.9896 1.1506 -1.3099 1.5663
H 5.7073 1.2069 -2.3677 1.0567 1.6942 -0.0834
H 4.7780 0.3019 -1.7313 -0.9062 -0.2314 0.7910
O 5.2639 0.4080 -2.5367 -0.2988 -1.3358 -1.0535
H 3.6552 -2.0251 1.3897 2.3457 0.4255 -1.0939
H -3.6625 0.5137 -1.9270 0.0266 2.2364 1.2609
H -4.9325 0.9109 3.7660 -0.3939 0.8581 1.1537
H -0.0254 2.7018 4.0873 -0.9286 -0.8131 1.2456
H -0.6418 -4.0840 -1.6281 -0.0286 0.0639 -0.2482
H -6.0050 1.1853 1.6696 -1.1082 0.9042 -1.3569
O 0.0760 4.7320 3.1345 -3.0206 1.1214 0.0683
H -0.8462 5.1861 2.8589 3.0211 -1.9092 1.3196
H -0.0569 4.3351 4.0360 -0.1015 1.1091 -1.1291
O 0.5379 -4.4306 2.7880 0.0932 1.3183 0.4637
H 0.5744 -3.5579 3.2831 0.0441 -1.7305 -0.7109
H 0.9302 -5.0986 3.3686 -0.1997 0.4282 0.0435
O -2.2084 0.3953 0.6336 2.6843 -2.3947 -0.2181
H -1.6194 1.1633 0.7466 -0.8026 -0.7848 -0.4898
H -1.5219 -0.3657 0.5683 -1.9674 1.7213 0.0816
O 3.2357 3.6146 2.1792 -0.4240 0.7716 0.5241
H 3.0522 3.3190 1.2952 -0.2604 -0.4140 -0.8630
H 4.0475 3.1899 2.4095 0.9345 -0.3606 -0.0495
O -1.6764 -2.4614 1.4761 0.9457 1.5251 -0.5641
H -1.5254 -3.3727 1.6745 -0.5650 -0.8042 0.4623
H -2.6068 -2.1067 1.3872 0.2083 -0.7150 0.4380
O -4.0426 -1.4700 1.2913 0.3233 0.0539 -0.3607
H -4.2415 -0.5537 1.0791 0.2108 0.6105 0.8422
H -4.0833 -1.7791 0.3687 -0.3698 -0.4413 0.3042
O 5.5348 -2.2716 1.1662 -2.1117 -0.9041 -0.6417
H 5.6618 -3.1712 0.8473 0.3768 0.2195 -0.0255
H 6.3546 -1.8873 1.3501 2.0029 0.7058 0.4512
```
Forces are in eV/Å.

---

No. 4
Computed, not measured: a gas-phase ion, C3H6N3O (charge -1) in a non-equilibrium geometry, with the ωB97M-V functional and the def2-TZVPD basis.

Computed properties:
Charge: -1
SMILES string: N/N=C/[C@@H]1CN1[O-]
Lowest unoccupied orbital energy: 4.3832 eV
Energy above the lowest of the compared OMol25 structures with the same formula, charge and spin: 172.1 kJ/mol
Spin multiplicity: 1
Kohn-Sham gap: 6.5 eV
Highest occupied orbital energy: -0.0774 Eh
Maximum force: 0.081 hartree/bohr
Molar mass: 100.10 g mol⁻¹

```
13
Properties=species:S:1:pos:R:3:forces:R:3
N -2.6918 -0.5643 -0.2596 -0.1837 -1.0980 -1.1762
N -1.3588 -0.2071 -0.4500 1.3055 0.8061 -0.9444
C -0.6498 0.1345 0.5721 0.7196 -0.8196 -2.1429
C 0.7013 0.5886 0.5560 -0.8165 0.3317 0.2017
C 1.5307 0.7224 -0.7418 -1.7106 -0.6859 1.0859
N 2.3553 0.0734 0.1500 3.2306 -2.4161 1.1107
O 2.7565 -1.1535 -0.0906 -0.9982 1.5435 -0.3390
H -2.7604 -0.8556 0.7039 -0.6655 -0.6974 0.3910
H -2.8408 -1.3720 -0.9409 0.0054 1.2694 1.6639
H -1.0565 0.0119 1.5291 -0.9422 -0.0504 1.8665
H 1.0516 0.8527 1.5602 -0.0818 0.6697 -0.8762
H 1.2291 0.0625 -1.5388 -0.6032 -0.2088 -0.3992
H 1.7337 1.7066 -1.0495 0.7407 1.3558 -0.4420
```
Forces are in eV/Å.